Computed, not measured: C5H7NOS as an isolated structure, with the ωB97M-V functional and the def2-TZVPD basis.

```
! RIJCOSX wB97M-V def2-TZVPD def2/J DEFGRID3
* xyz 0 1
C -1.3954 -0.5135 0.2892
C 0.0275 -0.3426 0.7679
C -0.1393 0.5757 2.0099
C 1.0156 0.3672 -0.2297
C 1.2865 -0.2621 -1.5240
H -1.1908 0.8738 -1.0031
H -1.2719 -1.4101 -0.4316
H -2.0153 -0.7751 1.2827
H 0.2922 -1.4127 1.2080
H 1.8542 0.7293 0.5631
H 0.6853 -1.1348 -1.9988
H 2.2337 0.0458 -1.8964
N 0.0786 1.3212 2.9079
O -1.9135 0.6808 -0.3062
S 0.4527 1.2571 -1.6391
*
```

Properties
**Energy above the lowest of the compared OMol25 structures with the same formula, charge and spin**: 85.2 kcal/mol
**Kohn-Sham gap**: 9.94 eV
**Highest occupied orbital energy**: -9.63 eV
**LUMO**: 0.31 eV
**E**: -722.78234 Eh